Formula: H8LiO4
Source: the OMol25 dataset
Level of theory: ωB97M-V/def2-TZVPD

CARTESIAN COORDINATES (ANGSTROEM)
Li: -0.0946 0.3012 0.1407
O: 0.2970 -3.2195 1.8358
H: 1.1487 -3.6425 1.7264
H: -0.3219 -3.9447 1.9211
O: -3.2433 -0.9081 -1.4292
H: -4.0774 -0.9208 -0.9599
H: -3.1440 -1.7984 -1.7664
O: -0.4558 3.9983 1.4586
H: 0.1997 4.6249 1.1521
H: -0.4821 4.1233 2.4072
O: 3.0805 0.5606 -1.9470
H: 3.8791 1.0686 -2.0894
H: 3.2142 -0.2427 -2.4501

The net charge is +1. The calculation puts the HOMO energy at -14.81 eV. The energy is -313.0614 a.u.

Formula: H8LiO4
Source: the OMol25 dataset
Level of theory: ωB97M-V/def2-TZVPD

CARTESIAN COORDINATES (ANGSTROEM)
Li: -14.4133 -16.4424 -21.1557
O: -16.4196 -16.1307 -18.6229
H: -17.1735 -15.5559 -18.4903
H: -16.6228 -16.9145 -18.1124
O: -12.7274 -18.8151 -20.3479
H: -11.7975 -19.0356 -20.4019
H: -13.1658 -19.6550 -20.2116
O: -16.8091 -16.7394 -23.2592
H: -17.5066 -16.1138 -23.4551
H: -16.5623 -17.0982 -24.1116
O: -13.3761 -13.7252 -22.3450
H: -13.7194 -12.9026 -21.9959
H: -12.6767 -13.4592 -22.9419

The net charge is +1. The calculation puts the HOMO energy at -15.26 eV. The energy is -313.0916 a.u.

Formula: H8N2Si2
Source: the OMol25 dataset
Level of theory: ωB97M-V/def2-TZVPD

CARTESIAN COORDINATES (ANGSTROEM)
N: 1.7134 -1.9096 -1.1371
N: -1.3249 -0.5321 1.6026
Si: -0.4002 1.9094 -0.6006
Si: 0.1132 -0.0568 0.6224
H: 1.6504 -2.6845 -0.5834
H: 1.0427 -2.1771 -1.8418
H: -2.1690 0.0385 1.4189
H: -1.5632 -1.3693 2.1592
H: 0.4685 3.1027 -0.7223
H: -1.6233 2.4841 0.0151
H: -0.9643 1.3612 -2.0240
H: 1.2734 -0.2024 1.4109

The net charge is 0. The calculation puts the HOMO energy (spin up / spin down) at -9.38 / -7.25 eV. The energy is -693.1472 a.u.

Formula: H8N2Si2
Source: the OMol25 dataset
Level of theory: ωB97M-V/def2-TZVPD

CARTESIAN COORDINATES (ANGSTROEM)
N: -1.8642 -0.7735 1.1036
N: -1.4049 0.5515 0.8170
Si: 1.7678 -0.4665 -0.5618
Si: -0.5679 0.9123 -0.6950
H: -1.7843 -1.5374 0.3231
H: -1.6083 -1.1959 1.9430
H: -1.9731 1.2951 1.2158
H: 2.5056 -0.5597 0.7204
H: 1.4735 -1.8419 -0.9666
H: 2.8475 -0.0436 -1.4993
H: -1.3105 0.5099 -1.8838
H: -0.5916 2.3535 -0.7445

The net charge is 0. The calculation puts the HOMO energy at -8.25 eV. Its SMILES is NN[SiH2][SiH3]. The energy is -693.1881 a.u.

Formula: H8O16S3Zn
Source: the OMol25 dataset
Level of theory: ωB97M-V/def2-TZVPD

CARTESIAN COORDINATES (ANGSTROEM)
Zn: -0.1788 1.0916 0.5851
S: -3.0700 -1.6742 4.5541
O: -3.4132 -2.6925 3.5905
O: -2.0238 -2.1053 5.4419
O: -2.6043 -0.5517 3.7157
O: -4.2984 -1.3682 5.2550
S: 4.8670 -0.8014 1.7808
O: 5.5372 -1.6826 2.7398
O: 5.2617 -1.1047 0.4497
O: 3.4334 -0.8383 1.8140
O: 5.2174 0.5193 2.1805
S: -3.5173 -2.0067 -3.1557
O: -2.9123 -2.6411 -4.2909
O: -4.3965 -2.9207 -2.4001
O: -2.5243 -1.5176 -2.1981
O: -4.3141 -0.8603 -3.6317
O: 1.8887 -2.8148 -3.5060
H: 1.4064 -3.0198 -4.3070
H: 1.2959 -2.2539 -3.0057
O: 2.2688 1.9151 -2.3065
H: 2.0852 2.3814 -3.1220
H: 3.2169 1.7834 -2.3136
O: -2.5774 3.6358 -1.7042
H: -2.8609 3.2838 -2.5480
H: -3.2370 4.2938 -1.4848
O: 1.5176 3.8392 2.4162
H: 2.4462 3.8336 2.1839
H: 1.4857 4.2763 3.2671

The net charge is -4. The calculation puts the HOMO energy at 2.83 eV. The energy is -4182.0899 a.u.

Formula: H8O4
Source: the OMol25 dataset
Level of theory: ωB97M-V/def2-TZVPD

CARTESIAN COORDINATES (ANGSTROEM)
O: -1.1371 1.8326 0.2324
H: -1.4211 2.4384 0.9348
H: -1.7794 1.1519 0.1626
O: 1.5069 -1.9932 -0.0403
H: 0.5902 -2.1984 0.0472
H: 1.5988 -1.2359 -0.6468
O: -1.0322 -1.5649 0.0533
H: -0.9599 -1.0256 -0.7312
H: -1.2724 -1.0895 0.8319
O: 1.5521 1.2564 -0.5786
H: 0.6797 1.7093 -0.4181
H: 1.6743 0.7188 0.1529

The net charge is 0. The calculation puts the HOMO energy at -10.73 eV. Its SMILES is O.O.O.O. The energy is -305.7371 a.u.

Q: Which of these has the highest energy?
A: H8O4